DFT (ωB97M-V/def2-TZVPD) results for C28H43F9InOP2 as an isolated structure at a distorted geometry.

Geometry (Å):
In -0.3808 1.3835 -2.5237
C -0.2860 -2.9111 2.6257
C 1.0874 -3.0128 2.2677
C 0.8907 -1.3951 3.8940
C -0.4052 -1.9240 3.6386
C 1.8120 -2.0653 3.0410
C -1.3978 -3.7342 2.1063
H -1.1709 -4.1215 1.1069
H -2.3147 -3.1345 2.0468
H -1.6099 -4.5967 2.7571
C -1.6448 -1.5735 4.3497
H -2.4848 -1.4721 3.6504
H -1.5362 -0.6191 4.8703
H -1.9119 -2.3410 5.0940
C 1.1847 -0.3550 4.8944
H 1.0661 -0.7462 5.9155
H 0.4827 0.4849 4.7851
H 2.2045 0.0274 4.7843
C 3.2775 -1.8774 3.0324
H 3.7763 -2.4949 3.7961
H 3.5348 -0.8314 3.2368
H 3.7037 -2.1520 2.0603
C 1.6673 -3.9605 1.2925
H 1.9221 -4.9190 1.7681
H 2.5899 -3.5601 0.8562
H 0.9675 -4.1769 0.4762
C -1.7461 0.9560 -4.0715
C -2.0741 -0.4814 -3.6501
C -1.2361 -1.5029 -4.4395
C 0.2930 -1.3611 -4.3119
C 0.8455 -0.2307 -3.4693
C 1.1690 1.0146 -4.0806
C 0.5070 1.4231 -5.3945
C -1.0359 1.1762 -5.4197
H -1.5209 -1.4163 -5.5002
H 0.7169 -1.3325 -5.3262
H -1.5275 -2.5145 -4.1303
H -1.2522 0.3694 -6.1290
H -2.6232 1.6082 -3.9727
H -3.1483 -0.6672 -3.8392
H -1.4833 2.0821 -5.8462
H 0.6834 2.5081 -5.5382
H 2.1491 1.4590 -3.8788
H 0.9983 0.9209 -6.2511
H 0.6641 -2.2996 -3.8795
H 1.3935 -0.5521 -2.5751
P -2.1443 -0.8476 -1.7171
P 2.8336 1.6581 0.4102
C 0.6681 2.8726 -1.3151
C 2.1235 2.8995 -0.8424
H -0.0348 3.0146 -0.4819
H 0.5145 3.7189 -2.0215
H 2.7590 2.8659 -1.7432
H 2.2939 3.8859 -0.3807
C 4.0289 2.6970 1.3311
H 4.5859 2.0679 2.0326
H 3.4617 3.4254 1.9250
H 4.7367 3.2088 0.6703
C 3.8779 0.7222 -0.7816
H 4.5992 1.3925 -1.2708
H 3.2316 0.2447 -1.5356
H 4.4027 -0.0747 -0.2407
C -3.8356 -1.0809 -1.0692
H -4.0572 -2.1340 -0.8489
H -4.5543 -0.6656 -1.7793
H -3.8982 -0.4857 -0.1474
C -1.4339 -2.5118 -1.4745
H -0.8537 -2.5067 -0.5401
H -0.7639 -2.7636 -2.2941
H -2.2333 -3.2607 -1.3998
F -2.3720 2.8193 -0.3145
C -2.6918 2.9667 1.0102
F -2.6546 4.3145 1.2761
F -3.9953 2.5822 1.1268
C -1.7198 2.1025 1.9326
O -1.2819 1.0234 1.3769
C -0.6069 3.1784 2.4930
F -0.9934 3.9388 3.5715
F 0.4841 2.4602 2.8876
F -0.1608 4.0746 1.5515
C -2.5770 1.8427 3.2919
F -3.3208 2.9332 3.6872
F -3.4474 0.8102 3.1474
F -1.7665 1.5300 4.3575

Calculated values
gap between HOMO and LUMO (spin up / spin down): 0.1813 / 0.1825 Ha
HOMO energy (spin up / spin down): -10.251 / -10.253 eV
energy: -2939.13859 Eh
net charge: +1
lowest unoccupied orbital energy (spin up / spin down): -5.319 / -5.286 eV

***

DFT (ωB97M-V/def2-TZVPD) results for C28H44BrN3P2Pt as an isolated structure at a distorted geometry.

Geometry (Å):
N 6.7962 -6.0950 -4.8025
C 6.7163 -6.4811 -3.5251
C 6.0121 -5.7391 -2.5686
C 5.3252 -4.5794 -2.9692
C 5.4299 -4.1832 -4.3197
C 6.1856 -4.9760 -5.1979
C 4.4901 -3.8477 -2.0300
Pt 0.1186 0.3609 1.4273
P -6.0691 0.7029 0.9265
C 3.4599 -3.0481 -2.4179
C 2.6322 -2.3764 -1.4693
C 1.3649 -1.9060 -1.8817
C 0.5565 -1.2368 -0.9785
C 1.0699 -0.9730 0.3027
C 2.2728 -1.5174 0.7611
C 3.0734 -2.2032 -0.1372
Br -1.8285 1.3950 2.5401
H 4.6897 -4.0540 -0.9758
H 3.2002 -2.9742 -3.4796
H 5.9689 -6.0915 -1.5383
H 4.9362 -3.2864 -4.6870
H 7.2276 -7.4066 -3.2437
H 6.2876 -4.6836 -6.2472
H 1.0549 -2.0811 -2.9114
H 4.0509 -2.5703 0.1743
H -0.4428 -0.8934 -1.2328
H 2.5859 -1.3678 1.7881
P 0.2625 2.2246 0.1114
C -5.4776 -0.9627 1.4276
C -6.5726 -2.0277 1.2593
H -5.1694 -0.8823 2.4804
H -4.5958 -1.1909 0.8139
H -6.3067 -2.9258 1.8259
H -7.5413 -1.6701 1.6301
H -6.6931 -2.3209 0.2100
C -5.5302 0.8766 -0.8216
C -6.4173 1.8475 -1.6101
H -5.5871 -0.1332 -1.2542
H -4.4806 1.2033 -0.8111
H -6.2515 1.7100 -2.6834
H -7.4807 1.6725 -1.4082
H -6.1892 2.8920 -1.3707
C -5.0584 1.9296 1.8170
C -5.6961 2.3545 3.1410
H -4.9114 2.7962 1.1520
H -4.0717 1.4568 1.9871
H -5.1448 3.2036 3.5612
H -6.7384 2.6616 2.9886
H -5.6740 1.5430 3.8796
C 0.1600 3.8190 1.0181
C 1.2346 4.8661 0.7261
H 0.1236 3.5856 2.0913
H -0.8312 4.2183 0.7632
H 2.2198 4.5731 1.1084
H 1.3228 5.0881 -0.3446
H 0.9550 5.7983 1.2309
C -1.0758 2.2659 -1.1286
C -0.6726 2.0741 -2.5907
H -1.5677 3.2380 -0.9861
H -1.7940 1.4965 -0.8118
H -0.1367 2.9482 -2.9808
H -0.0496 1.1847 -2.7420
H -1.5811 1.9466 -3.1910
C 1.8763 2.1990 -0.7413
C 3.0510 1.9912 0.2170
H 1.9688 3.1415 -1.3005
H 1.8362 1.3918 -1.4859
H 3.7671 1.2886 -0.2280
H 3.5831 2.9289 0.4262
H 2.7352 1.5544 1.1741
N 2.3530 -0.1818 5.0093
C 2.1741 1.1923 5.1074
C 1.4333 1.5649 4.0186
N 1.1829 0.4210 3.2674
C 1.7277 -0.6212 3.8870
H 2.8555 -0.7792 5.6571
H 2.5484 1.7944 5.9147
H 1.0521 2.5227 3.7047
H 1.7086 -1.6568 3.5774

Calculated values
gap between HOMO and LUMO (spin up / spin down): 0.2099 / 0.1269 Ha
HOMO energy (spin up / spin down): -12.012 / -11.991 eV
energy: -4633.04581 Eh
⟨S²⟩: 2.008
2S+1: 3
net charge: +2
lowest unoccupied orbital energy (spin up / spin down): -6.301 / -8.538 eV

***

DFT (ωB97M-V/def2-TZVPD) results for C28H44ClN5O8W as an isolated structure.

Geometry (Å):
W -1.7873 1.0438 -0.9097
C -1.8444 2.2768 -3.8432
C -0.6779 3.0808 -3.3288
O -0.3200 2.4999 -2.0663
C 0.5614 3.3462 -1.2924
C 0.4554 2.9139 0.1505
O -0.9253 2.6355 0.4373
C -1.6650 3.6184 1.2021
C -2.4352 4.5086 0.2590
O -3.1658 3.6184 -0.5669
C -3.6169 4.1322 -1.8030
C -3.9143 2.9328 -2.6691
O -2.7619 2.0457 -2.7651
H -1.5164 1.2950 -4.1909
H -2.3400 2.7810 -4.6724
H -0.9489 4.1266 -3.1729
H 0.1691 3.0371 -4.0170
H 0.2304 4.3790 -1.4196
H 1.5826 3.2511 -1.6653
H 0.8317 3.6845 0.8202
H 1.0111 2.0008 0.3534
H -0.9696 4.1725 1.8308
H -2.3374 3.0562 1.8480
H -1.7616 5.1247 -0.3480
H -3.0973 5.1747 0.8193
H -2.8533 4.7780 -2.2513
H -4.5295 4.7247 -1.6856
H -4.2108 3.2248 -3.6758
H -4.7062 2.3377 -2.2202
N -2.3976 -0.6755 -2.1468
C -3.8687 -0.6837 -2.3731
C -4.5379 -0.0800 -1.1494
O -5.6852 -0.2939 -0.8706
N -3.6698 0.6997 -0.3940
C -3.9387 0.7741 1.0347
C -2.6417 0.3637 1.7310
O -2.4961 0.2744 2.9117
O -1.6469 0.1333 0.8455
H -1.9046 -0.7840 -3.0301
H -2.1419 -1.4989 -1.6011
H -4.2513 -1.6917 -2.5195
H -4.1026 -0.0975 -3.2596
H -4.7525 0.1088 1.3239
H -4.2152 1.7808 1.3523
C 2.0660 -5.6331 0.5528
C 2.7554 -4.3737 0.0095
C 4.2608 -4.6450 -0.0923
C 2.2056 -4.1080 -1.3958
C 2.4662 -3.1605 0.9471
O 1.0579 -3.0357 1.1604
C 3.2174 -3.2770 2.2917
C 2.5514 -2.6144 3.5084
C 2.3471 -1.1189 3.4534
C 3.4391 -0.2504 3.4659
C 3.2685 1.1244 3.4289
C 1.9814 1.6405 3.3992
Cl 1.7607 3.3719 3.4035
C 0.8760 0.8085 3.4141
C 1.0699 -0.5673 3.4349
C 2.9085 -1.8183 0.3078
N 1.8880 -1.1369 -0.4923
C 0.7497 -0.6459 -0.0436
N 0.1323 -0.0003 -1.0426
C 0.9932 -0.1566 -2.1031
N 2.0587 -0.8364 -1.7992
H 2.3743 -6.4946 -0.0395
H 0.9781 -5.5753 0.4673
H 2.3264 -5.8515 1.5895
H 4.4346 -5.4319 -0.8268
H 4.6863 -4.9830 0.8520
H 4.8237 -3.7706 -0.4255
H 2.2701 -5.0208 -1.9889
H 2.7720 -3.3413 -1.9262
H 1.1547 -3.8104 -1.3607
H 0.7442 -3.8519 1.5657
H 4.2286 -2.8800 2.1587
H 3.3501 -4.3292 2.5418
H 3.1832 -2.8438 4.3695
H 1.5906 -3.0918 3.7042
H 4.4447 -0.6530 3.5187
H 4.1202 1.7905 3.4529
H -0.1261 1.2151 3.4407
H 0.2025 -1.2169 3.4640
H 3.7621 -1.9624 -0.3480
H 3.1922 -1.1174 1.0877
H 0.4015 -0.7261 0.9697
H 0.8261 0.2484 -3.0872

Calculated values
gap between HOMO and LUMO (spin up / spin down): 0.2797 / 0.2579 Ha
HOMO energy (spin up / spin down): -13.385 / -13.385 eV
energy: -2495.86290 Eh
⟨S²⟩: 2.010
2S+1: 3
net charge: +2
lowest unoccupied orbital energy (spin up / spin down): -5.773 / -6.366 eV